Record 1
This record from OMol25 describes a 3-piece molecular cluster, C4H15NO2 overall. The level of theory is wB97M-V/def2-TZVPD.

```
22
Properties=species:S:1:pos:R:3:forces:R:3:lowdin_charge:R:1
C -1.914733 1.091393 0.277208 -1.7 0.0 3.2 -0.10
C -0.538952 1.222880 -0.265472 2.0 1.4 -1.2 -0.29
N 0.494530 0.418804 0.379777 -0.9 -1.6 0.0 -0.28
C 1.858694 0.736542 0.032364 0.9 0.6 0.1 -0.13
C 0.240121 -0.989420 0.059835 0.5 0.0 -1.3 -0.10
H -2.811494 0.611950 -0.121065 0.7 0.0 -1.2 0.08
H -2.291296 2.027999 0.721075 0.2 0.2 -0.8 0.07
H -1.871811 0.566746 1.251822 0.5 -0.2 -0.3 0.07
H -0.473491 1.162811 -1.382315 -0.3 -0.3 0.4 0.11
H -0.156214 2.229578 -0.055344 -0.5 0.2 -0.2 0.11
H 2.539314 0.492762 0.849227 -0.2 -0.2 0.3 0.08
H 2.344964 0.249101 -0.837411 -0.8 -0.1 -0.1 0.08
H 1.997798 1.802569 -0.127470 -0.2 0.3 0.0 0.08
H 0.388771 -1.093229 -1.063340 -0.3 -0.4 1.0 0.09
H -0.759365 -1.325861 0.326112 -0.1 0.2 0.0 0.07
H 0.939546 -1.655614 0.552576 0.2 0.0 0.2 0.08
O 0.490694 -0.816977 -3.622336 0.3 0.5 0.0 -0.06
H 1.338770 -0.810621 -4.075713 0.1 -0.4 -0.3 0.04
H 0.524252 0.059827 -3.222475 -0.4 0.0 0.2 0.01
O -0.662917 -2.293696 3.218453 0.0 -0.1 -0.2 -0.05
H -0.851618 -2.299217 4.155993 0.0 -0.1 0.3 0.03
H -0.825565 -1.388325 2.948500 0.0 0.2 -0.1 0.02
```
Forces are in eV/Å.

Its spin multiplicity is 1. The energy above the lowest of the compared OMol25 structures with the same formula, charge and spin is 189.50 kJ/mol. The calculation puts the molar mass at 109.17 g/mol. The SMILES is CCN(C)C.O.O. The electronic energy is -366.578980 Ha. The calculation puts the HOMO-LUMO gap at 9.418 eV.

Record 2
This record from OMol25 describes a 3-piece molecular cluster, C4H15NO2 overall. The level of theory is wB97M-V/def2-TZVPD.

```
22
Properties=species:S:1:pos:R:3:forces:R:3:lowdin_charge:R:1
C 1.551000 0.730576 -0.397765 -1.6 -1.3 0.8 -0.12
C 0.565082 -0.106146 -1.298095 -2.7 2.3 1.1 -0.43
C 0.038576 0.717603 -2.478359 -0.2 2.3 0.8 -0.07
C 1.090347 -1.328448 -1.842762 3.1 -2.7 -2.1 -0.11
N 0.851710 1.563277 0.589097 3.7 0.5 -0.8 0.27
H 2.273093 1.362193 -0.913448 -0.2 0.7 -0.6 0.17
H 2.189293 0.055344 0.091107 0.8 -1.0 1.2 0.11
H -0.368767 -0.371034 -0.601043 2.1 0.5 -1.2 0.18
H 0.616196 1.668568 -2.619887 -0.4 -0.6 0.3 0.10
H -0.994968 1.009013 -2.295280 -0.1 0.1 -0.3 0.08
H 0.123014 0.264628 -3.436429 -0.1 -0.8 -0.5 0.07
H 1.775764 -1.856683 -1.211236 0.1 -0.5 1.1 0.07
H 0.280569 -2.041073 -2.077505 0.5 0.5 -0.3 0.12
H 1.848666 -1.211987 -2.745409 -2.0 0.2 1.3 0.15
H 0.347739 2.271723 0.063916 -0.9 0.4 0.7 0.16
H 1.463904 1.869614 1.432602 -1.7 -0.6 -1.4 0.21
H -4.596656 -2.648877 4.116098 2.6 0.8 0.7 0.09
H -3.283270 -1.770358 3.724507 -1.1 -1.5 1.5 0.05
O -3.644319 -2.407982 4.426216 -1.5 0.7 -2.2 -0.13
H -0.955536 0.006022 2.544978 0.4 1.6 1.4 0.10
H -0.489428 1.300529 2.040804 -0.2 1.0 -0.6 -0.04
O -0.682009 0.923499 2.887894 -0.5 -2.7 -0.7 -0.02
```
Forces are in eV/Å.

Its spin multiplicity is 2. The energy above the lowest of the compared OMol25 structures with the same formula, charge and spin is 219.56 kJ/mol. As for the net charge: +1. The calculation puts the molar mass at 109.17 g/mol. The electronic energy is -366.227695 Ha. The calculation puts the HOMO-LUMO gap (spin up / spin down) at 9.694 / 4.199 eV.

Record 3
This record from OMol25 describes a 3-piece molecular cluster, C4H15NO2S overall. The level of theory is wB97M-V/def2-TZVPD.

```
23
Properties=species:S:1:pos:R:3:forces:R:3:lowdin_charge:R:1
C -1.258081 0.632076 0.695273 0.4 -0.8 -0.4 -0.28
C -0.933835 1.498999 -0.524640 0.1 0.4 0.5 -0.65
S 0.093873 2.965177 -0.212879 0.1 0.2 0.4 0.42
C -0.523666 -0.731577 0.791953 0.0 0.0 0.5 -0.28
N -1.234912 -1.890107 0.252202 0.2 -0.1 -0.3 -0.14
C -1.011829 -2.089867 -1.186759 -0.8 0.8 0.5 -0.16
H -1.064521 1.159021 1.625323 -0.1 0.3 0.0 0.07
H -2.322361 0.370801 0.660154 -0.1 0.2 0.2 0.09
H -1.825159 1.959454 -0.890098 -0.8 0.0 -0.4 0.02
H -0.508816 0.925798 -1.329843 0.4 -0.3 -0.4 0.02
H 1.268790 2.653679 -0.857122 0.0 -0.4 -0.2 -0.21
H 0.474657 -0.727769 0.349237 0.0 0.2 0.0 0.08
H -0.354532 -0.908807 1.859444 0.0 -0.1 0.0 0.09
H -2.226556 -1.812240 0.429455 0.0 0.1 0.1 0.08
H -1.818449 -2.714601 -1.571978 0.4 -0.5 -0.1 0.07
H -0.007343 -2.460378 -1.341400 0.0 -0.4 -0.2 0.07
H -1.112402 -1.158187 -1.750214 0.1 0.2 -0.1 0.05
H 1.407629 1.481244 1.343598 0.1 0.2 -0.1 -0.06
H 1.932443 0.758137 2.588173 0.0 0.0 -0.1 0.02
O 2.186846 1.024817 1.697124 -0.1 0.0 0.3 -0.12
H 3.566489 0.078137 -0.642155 0.0 -0.2 0.2 0.00
H 2.255024 -0.303687 -1.214390 -0.1 -0.1 -0.1 -0.03
O 3.016715 -0.710126 -0.770458 0.1 0.2 -0.3 -0.18
```
Forces are in eV/Å.

Its spin multiplicity is 2. The energy above the lowest of the compared OMol25 structures with the same formula, charge and spin is 54.43 kJ/mol. As for the net charge: -1. The calculation puts the molar mass at 141.24 g/mol. The electronic energy is -764.757815 Ha. The calculation puts the HOMO-LUMO gap (spin up / spin down) at 2.809 / 8.783 eV.

Record 4
This record from OMol25 describes a 3-piece molecular cluster, C4H15NO2S overall. The level of theory is wB97M-V/def2-TZVPD.

```
23
Properties=species:S:1:pos:R:3:forces:R:3:lowdin_charge:R:1
C 0.060907 -0.853389 2.502768 0.7 1.3 -0.1 -0.42
S 0.702007 -1.607173 0.961626 -0.9 0.5 0.0 0.79
C -0.763089 -1.527792 -0.183658 -0.4 -2.5 1.3 -0.52
C -0.412079 -1.266188 -1.592214 0.8 -2.3 -3.9 -0.33
C -0.168761 0.188262 -1.980205 1.6 0.9 1.2 -0.31
N -1.326573 1.081905 -1.781496 -1.4 -1.2 0.5 -0.02
H -0.742143 -1.338368 2.998113 -0.5 -1.4 0.3 0.01
H -0.396166 0.155399 2.348777 1.1 -0.5 -0.2 0.02
H 0.950987 -0.821682 3.190064 -1.0 0.2 -0.6 0.04
H -1.436420 -0.726753 0.088399 -0.3 -0.1 0.7 0.06
H -1.258498 -2.595304 -0.099976 0.6 2.3 -0.1 0.11
H -1.278789 -1.713283 -2.262895 1.4 1.1 1.2 0.14
H 0.477761 -1.945940 -1.971778 -1.4 1.4 0.9 0.14
H 0.752196 0.580293 -1.408568 -2.1 -0.5 -0.1 0.09
H 0.332604 0.372325 -2.927611 -0.9 -0.7 -0.9 0.10
H -2.269741 0.514471 -1.842930 2.6 1.6 0.4 0.12
H -1.228161 1.529972 -0.853698 -0.5 -0.5 -0.8 0.05
O 2.758181 0.976477 -0.244866 2.0 1.4 -1.1 -0.04
H 2.918316 0.592303 0.592942 -0.3 -0.8 1.1 0.00
H 1.881308 0.836936 -0.538078 -1.2 -0.5 0.4 -0.06
O 0.016543 2.193240 1.519889 3.6 -2.7 1.1 -0.05
H 0.875760 2.406362 2.008670 -1.8 -0.4 -1.2 0.10
H -0.446139 2.967934 1.476736 -1.8 3.3 -0.1 -0.02
```
Forces are in eV/Å.

Its spin multiplicity is 1. The energy above the lowest of the compared OMol25 structures with the same formula, charge and spin is 173.40 kJ/mol. The calculation puts the molar mass at 141.24 g/mol. The SMILES is CSCCCN.O.O. The electronic energy is -764.756242 Ha. The calculation puts the HOMO-LUMO gap at 8.975 eV.

Record 5
This record from OMol25 describes a 4-piece molecular cluster, C4H15NO3 overall. The level of theory is wB97M-V/def2-TZVPD.

```
23
Properties=species:S:1:pos:R:3:forces:R:3:lowdin_charge:R:1
C -1.621638 -0.786328 0.050962 1.2 0.2 0.7 -0.20
N 1.075034 -0.225707 0.609492 1.6 0.1 0.5 0.03
C 0.643488 -0.371658 -0.712684 1.5 1.3 0.2 -0.53
C -0.604108 -0.610171 -1.034648 -1.4 -0.1 1.3 -0.22
C 1.679694 0.084443 -1.692932 -1.8 -1.6 -2.4 -0.16
H -1.268615 -0.691586 1.110051 -0.1 -0.9 -1.0 0.06
H -2.315501 -0.002551 0.007488 -1.3 1.4 -0.4 0.02
H -2.164082 -1.655168 -0.202254 -0.8 -1.4 0.6 0.04
H 0.666596 -0.823132 1.353361 0.8 0.7 -0.7 0.04
H 2.091842 0.090815 0.673805 -2.0 -1.1 0.4 0.07
H -1.087305 -0.530333 -1.981702 0.6 -0.1 -0.9 0.08
H 2.061148 1.039129 -1.499472 1.4 1.1 1.0 0.03
H 1.092149 0.376477 -2.606871 0.5 -0.8 0.2 0.08
H 2.394505 -0.735341 -1.949812 -0.2 1.0 0.3 0.07
H -0.431150 -3.409931 -0.434404 -0.7 1.0 -1.9 -0.04
H 1.095573 -3.337305 0.112872 -1.8 -0.1 -0.4 0.03
O 0.151391 -3.643147 0.244474 2.6 -0.9 2.4 -0.13
H 0.415802 3.555541 -0.106953 -4.1 2.0 -0.7 -0.04
H 1.089589 2.296322 -0.121859 -0.8 -5.1 -0.7 -0.08
O 1.203777 3.162081 0.032443 4.8 3.1 1.5 0.00
H -1.845054 1.396541 2.527494 -0.6 0.5 0.5 0.01
H -1.858954 1.771346 1.176405 -0.5 0.7 -0.4 -0.01
O -2.360967 2.023743 1.974485 1.2 -1.1 0.0 -0.14
```
Forces are in eV/Å.

Its spin multiplicity is 2. The energy above the lowest of the compared OMol25 structures with the same formula, charge and spin is 188.63 kJ/mol. As for the net charge: -1. The calculation puts the molar mass at 125.17 g/mol. The electronic energy is -441.775901 Ha. The calculation puts the HOMO-LUMO gap (spin up / spin down) at 2.984 / 8.259 eV.

> energy above the lowest of the compared OMol25 structures with the same formula, charge and spin of number 5 (C4H15NO3)?

188.63 kJ/mol

> Look up the energy above the lowest of the compared OMol25 structures with the same formula, charge and spin of the second one.

219.56 kJ/mol

What did the first record say?
This record from OMol25 describes a 3-piece molecular cluster, C4H15NO2 overall. The level of theory is wB97M-V/def2-TZVPD.

```
22
Properties=species:S:1:pos:R:3:forces:R:3:lowdin_charge:R:1
C -1.914733 1.091393 0.277208 -1.7 0.0 3.2 -0.10
C -0.538952 1.222880 -0.265472 2.0 1.4 -1.2 -0.29
N 0.494530 0.418804 0.379777 -0.9 -1.6 0.0 -0.28
C 1.858694 0.736542 0.032364 0.9 0.6 0.1 -0.13
C 0.240121 -0.989420 0.059835 0.5 0.0 -1.3 -0.10
H -2.811494 0.611950 -0.121065 0.7 0.0 -1.2 0.08
H -2.291296 2.027999 0.721075 0.2 0.2 -0.8 0.07
H -1.871811 0.566746 1.251822 0.5 -0.2 -0.3 0.07
H -0.473491 1.162811 -1.382315 -0.3 -0.3 0.4 0.11
H -0.156214 2.229578 -0.055344 -0.5 0.2 -0.2 0.11
H 2.539314 0.492762 0.849227 -0.2 -0.2 0.3 0.08
H 2.344964 0.249101 -0.837411 -0.8 -0.1 -0.1 0.08
H 1.997798 1.802569 -0.127470 -0.2 0.3 0.0 0.08
H 0.388771 -1.093229 -1.063340 -0.3 -0.4 1.0 0.09
H -0.759365 -1.325861 0.326112 -0.1 0.2 0.0 0.07
H 0.939546 -1.655614 0.552576 0.2 0.0 0.2 0.08
O 0.490694 -0.816977 -3.622336 0.3 0.5 0.0 -0.06
H 1.338770 -0.810621 -4.075713 0.1 -0.4 -0.3 0.04
H 0.524252 0.059827 -3.222475 -0.4 0.0 0.2 0.01
O -0.662917 -2.293696 3.218453 0.0 -0.1 -0.2 -0.05
H -0.851618 -2.299217 4.155993 0.0 -0.1 0.3 0.03
H -0.825565 -1.388325 2.948500 0.0 0.2 -0.1 0.02
```
Forces are in eV/Å.

Its spin multiplicity is 1. The energy above the lowest of the compared OMol25 structures with the same formula, charge and spin is 189.50 kJ/mol. The calculation puts the molar mass at 109.17 g/mol. The SMILES is CCN(C)C.O.O. The electronic energy is -366.578980 Ha. The calculation puts the HOMO-LUMO gap at 9.418 eV.